1.
Density functional theory data (ωB97M-V/def2-TZVPD) for an isolated molecule of C3H2N4O in a non-equilibrium geometry.

Output
Total charge   0
Spin multiplicity   1
Molecular weight   110.1 u
SMILES string   O=c1cnnnnc1

Geometry as XYZ:
```
10
C3H2N4O | OMol25 | ωB97M-V/def2-TZVPD
O -0.07 1.75 1.42
C 0.10 0.71 0.75
C -0.74 -0.55 1.14
N -1.00 -1.58 0.36
N -0.75 -0.81 -0.88
N 0.50 -1.02 -1.17
N 1.11 0.29 -1.44
C 0.81 0.94 -0.41
H -0.82 -0.64 2.19
H 1.26 1.82 -0.44
```

***

2.
Density functional theory data (ωB97M-V/def2-TZVPD) for an isolated molecule of C3H2N4O in a non-equilibrium geometry.

Output
Total charge   0
Spin multiplicity   1
Molecular weight   110.1 u
SMILES string   c1nnc2oncn12

Geometry as XYZ:
```
10
C3H2N4O | OMol25 | ωB97M-V/def2-TZVPD
C 1.17 0.68 -0.05
N 2.14 -0.27 -0.13
N 1.32 -1.47 -0.03
C 0.12 -1.10 -0.15
O -1.11 -1.51 0.05
N -1.99 -0.38 -0.11
C -1.33 0.62 -0.10
N 0.02 0.27 -0.20
H 1.53 1.61 0.62
H -1.88 1.55 0.10
```

***

3.
Density functional theory data (ωB97M-V/def2-TZVPD) for an isolated molecule of C3H2N4O in a non-equilibrium geometry.

Output
Total charge   0
Spin multiplicity   1
Molecular weight   110.1 u
SMILES string   O=c1cnncnn1

Geometry as XYZ:
```
10
C3H2N4O | OMol25 | ωB97M-V/def2-TZVPD
O 1.92 -0.23 1.11
C 1.25 -0.18 -0.21
C 0.57 1.07 -0.77
N -0.58 1.38 -0.24
N -1.03 0.65 0.94
C -1.13 -0.61 0.67
N -0.82 -1.30 -0.64
N 0.46 -1.11 -0.87
H 0.71 1.83 -1.60
H -1.36 -1.50 1.62
```

***

| no. | HOMO level (eV) | total energy (eV) |
| --- | --- | --- |
| 1 | -10.470 | -11144.41555 |
| 2 | -9.687 | -11146.00846 |
| 3 | -10.514 | -11143.01758 |